[1]
# C21H24ClN5O2

A single C21H24ClN5O2 molecule (wB97M-V/def2-TZVPD, OMol25).

## Properties
Calculated total energy (Eh): -1699.0729
Gap between HOMO and LUMO (eV): 9.601
SMILES string: O=C(CCc1nnc(C2(c3ccc(Cl)cc3)CCC2)o1)NCCCn1cccn1
2S+1: 1
HOMO (eV): -8.81

Geometry as XYZ:
```
53
Properties=species:S:1:pos:R:3:forces:R:3
O 0.89573 1.83435 1.67599 -0.367 0.132 0.142
C 1.89518 1.46175 1.08615 0.620 0.331 -0.075
C 2.46447 2.21351 -0.11824 -0.178 0.020 0.088
C 2.10203 1.42218 -1.39165 -0.185 0.257 0.019
C 0.73549 0.88415 -1.19295 0.265 -0.741 -0.325
N 0.41063 -0.34360 -0.95177 1.174 0.422 -0.478
N -0.90437 -0.35149 -0.63342 -1.226 0.171 0.228
C -1.31016 0.87366 -0.69510 -0.118 -0.656 0.027
C -2.63751 1.40358 -0.31022 0.017 -0.116 -0.001
C -3.61131 0.26253 -0.22065 -0.109 -0.025 0.008
C -4.43379 -0.06057 -1.29138 0.096 0.031 0.156
C -5.32415 -1.11598 -1.20768 -0.053 -0.108 0.033
C -5.38517 -1.85953 -0.04159 0.168 0.187 -0.051
Cl -6.49993 -3.17666 0.07349 -0.159 -0.186 0.021
C -4.56044 -1.56427 1.03154 -0.049 -0.050 -0.006
C -3.67712 -0.50566 0.93498 -0.085 0.060 -0.159
C -3.04162 2.65636 -1.12014 -0.037 0.114 -0.293
C -2.57810 3.54848 0.03880 -0.012 0.336 0.067
C -2.47750 2.31294 0.94230 0.098 0.052 0.306
O -0.31868 1.70945 -1.06837 -0.043 0.337 -0.037
N 2.57092 0.34739 1.39459 0.172 -0.280 0.156
C 2.03540 -0.61891 2.32875 -0.139 0.017 0.229
C 2.54080 -2.02395 2.01390 -0.022 0.158 -0.089
C 2.27111 -2.44895 0.55999 -0.511 0.081 0.544
N 3.44895 -2.32434 -0.26291 0.300 -0.385 -0.464
C 4.03497 -3.28257 -0.99936 0.202 0.045 -0.143
C 5.12300 -2.71237 -1.62405 -0.032 -0.062 -0.009
C 5.11261 -1.38395 -1.19382 -0.039 -0.263 -0.050
N 4.09633 -1.16822 -0.37543 0.097 0.447 0.144
H 3.54490 2.31923 -0.03382 0.042 0.044 -0.002
H 2.00208 3.20073 -0.14692 0.059 -0.072 0.082
H 2.13929 2.06915 -2.26913 0.069 -0.041 -0.017
H 2.77891 0.57918 -1.52764 -0.134 0.026 -0.047
H -4.37931 0.51087 -2.20575 -0.003 0.092 -0.099
H -5.96392 -1.36215 -2.04075 -0.069 -0.043 -0.050
H -4.61005 -2.15876 1.93029 -0.027 -0.066 0.068
H -3.02454 -0.27767 1.76295 0.084 0.032 0.133
H -2.52814 2.79219 -2.07015 -0.060 0.001 -0.072
H -4.11677 2.70178 -1.27989 -0.035 -0.047 -0.011
H -3.28257 4.31337 0.35736 0.028 0.064 -0.006
H -1.61008 4.00842 -0.14392 0.034 0.034 0.001
H -1.54290 2.19646 1.48741 -0.014 -0.037 0.060
H -3.31874 2.20924 1.62349 -0.073 -0.031 0.011
H 3.30555 0.00710 0.76901 -0.121 0.245 0.047
H 0.94172 -0.58237 2.27019 0.097 -0.010 0.039
H 2.32223 -0.34496 3.35141 -0.140 -0.077 -0.064
H 2.04935 -2.71895 2.69483 0.038 -0.007 0.028
H 3.61506 -2.07151 2.20551 0.004 -0.117 0.045
H 1.96490 -3.49511 0.51766 0.077 0.073 -0.066
H 1.47364 -1.83240 0.12589 0.194 -0.253 0.043
H 3.65195 -4.28225 -1.03514 -0.129 -0.176 0.035
H 5.81984 -3.18149 -2.28693 0.109 -0.135 -0.122
H 5.78988 -0.58939 -1.43771 0.122 0.175 -0.024
```
Forces are in eV/Å.

=====

[2]
# C3H10OS2

A molecular structure, C3H10OS2 (wB97M-V/def2-TZVPD, OMol25).

## Properties
Net charge: -1
Calculated total energy (Eh): -991.9279
Gap between HOMO and LUMO (alpha / beta) (eV): 6.173 / 7.201
2S+1: 2
HOMO (alpha / beta) (eV): -2.26 / -3.65

Geometry as XYZ:
```
16
Properties=species:S:1:pos:R:3:forces:R:3
C -0.90319 0.56345 1.68057 -0.008 0.159 -0.219
C 0.42287 0.97114 1.05902 0.300 -0.109 0.370
S 1.36429 -0.45416 0.43417 -0.066 0.149 -0.052
S -0.21969 -0.52409 -1.76483 -0.396 -0.128 0.021
C 0.81853 0.63753 -2.65657 0.135 0.693 0.010
H -1.47534 1.42056 2.06588 0.135 -0.110 0.028
H -1.50965 0.07353 0.91932 -0.089 -0.078 -0.009
H -0.69017 -0.13679 2.48599 -0.187 -0.067 0.163
H 1.05073 1.42078 1.83258 0.011 0.139 0.016
H 0.28582 1.72209 0.28450 -0.059 -0.026 -0.215
H 1.85667 0.36626 -2.48600 0.168 0.077 -0.137
H 0.69026 1.69800 -2.36901 -0.018 -0.416 0.262
H 0.59992 0.63213 -3.72203 0.030 -0.302 -0.215
H -0.32810 -3.08805 0.16767 0.088 0.219 -0.030
H -1.00170 -2.18641 1.17639 0.251 -0.376 -0.219
O -0.96124 -3.11598 0.89235 -0.296 0.176 0.226
```
Forces are in eV/Å.

=====

[3]
# C40H27AsF5N2O2Pt

A molecular structure, C40H27AsF5N2O2Pt (wB97M-V/def2-TZVPD, OMol25).

## Properties
Net charge: +1
Calculated total energy (Eh): -4654.5150
Gap between HOMO and LUMO (alpha / beta) (eV): 6.824 / 5.174
2S+1: 5
HOMO (alpha / beta) (eV): -9.77 / -10.60

Geometry as XYZ:
```
78
Properties=species:S:1:pos:R:3:forces:R:3
Pt 0.84772 -0.59572 -0.47026 0.504 0.385 0.574
O 1.05175 0.81958 -2.24276 -0.450 0.287 -0.160
C 1.54421 0.40575 -3.30793 0.246 0.008 0.022
C 1.02785 0.92871 -4.55234 0.046 -0.008 -0.010
C 1.48755 0.46250 -5.74257 0.181 -0.172 -0.177
C 2.51788 -0.50456 -5.77246 -0.096 0.104 -0.065
C 3.07614 -0.99408 -4.58895 0.053 -0.073 -0.094
C 2.62452 -0.58359 -3.35595 -0.024 -0.074 0.156
C 3.30903 -1.12582 -2.17579 0.068 0.177 -0.261
N 2.96997 -0.91598 -0.97049 -0.168 -0.172 0.026
C 3.69960 -1.59944 0.10622 -0.032 0.075 -0.043
C 3.08097 -1.23817 1.44925 -0.159 -0.111 -0.153
N 1.64513 -1.51205 1.40742 0.170 0.009 -0.468
C 1.16063 -2.47169 2.07315 -0.438 -0.063 0.274
C -0.26276 -2.83655 2.11204 0.224 0.098 -0.188
C -0.61907 -3.91785 2.87240 -0.136 -0.223 0.117
C -1.95606 -4.33361 2.97756 -0.088 0.031 -0.029
C -2.98523 -3.64337 2.30621 0.156 -0.138 0.107
C -2.68690 -2.54158 1.56117 0.029 -0.076 0.116
C -1.31777 -2.08932 1.42554 0.063 -0.058 0.299
O -1.09842 -1.07569 0.75192 -0.402 0.393 -0.418
H 0.22637 1.65486 -4.48903 0.075 -0.040 0.074
H 1.06849 0.83388 -6.66948 0.048 -0.055 0.017
H 2.88907 -0.86086 -6.72530 -0.020 0.009 0.055
H 3.88346 -1.71826 -4.63081 -0.042 0.062 -0.091
H 4.17246 -1.76491 -2.38439 -0.018 0.034 -0.085
H 4.75105 -1.30918 0.10004 0.022 0.042 -0.041
H 3.63537 -2.67754 -0.04927 -0.020 -0.038 -0.046
H 3.20194 -0.17055 1.61602 0.010 0.143 0.100
H 3.58046 -1.78534 2.25009 -0.009 -0.060 0.059
H 1.82317 -3.07773 2.69850 -0.068 -0.010 0.076
H 0.15560 -4.46148 3.40215 -0.086 -0.039 0.015
H -2.20024 -5.19421 3.58812 0.036 0.036 -0.047
H -4.00785 -3.98664 2.38858 0.021 -0.013 0.038
H -3.44530 -1.97073 1.03808 0.101 0.002 0.012
F -1.55675 -0.48011 -2.65660 0.063 -0.026 0.061
C -1.04593 -1.72886 -2.62386 -0.062 0.069 -0.069
C 0.02002 -2.03266 -1.80529 0.299 0.148 0.411
C 0.46462 -3.33307 -1.84015 0.135 -0.022 0.052
F 1.51660 -3.71452 -1.06278 -0.046 0.034 -0.003
C -0.09797 -4.30435 -2.64014 0.062 -0.255 -0.046
F 0.36674 -5.55773 -2.64910 -0.020 0.058 0.013
C -1.16357 -3.96230 -3.45022 -0.078 -0.126 -0.098
F -1.72653 -4.88010 -4.23097 -0.021 -0.030 -0.044
C -1.64166 -2.66600 -3.44703 -0.108 0.030 -0.101
F -2.66642 -2.34073 -4.23690 -0.006 0.005 0.006
C 1.19027 6.43020 1.99299 0.000 -0.017 0.033
C 1.26423 6.00696 0.67231 0.008 -0.012 -0.021
C 1.07790 4.66768 0.36327 0.047 0.034 0.038
C 0.80281 3.74915 1.37206 0.099 -0.085 -0.171
C 0.74843 4.16517 2.69501 0.041 0.155 -0.002
C 0.93983 5.50959 3.00069 0.015 -0.048 -0.028
As 0.40519 1.91353 0.82442 -0.289 -0.296 0.286
C -1.37120 2.21856 0.10245 0.216 0.078 -0.165
C -1.68600 2.71025 -1.15408 0.035 -0.018 -0.013
C -3.01932 2.87926 -1.50477 0.043 0.011 -0.018
C -4.02041 2.54851 -0.60112 -0.030 -0.038 0.087
C -3.69913 2.04614 0.65388 -0.151 0.019 -0.038
C -2.36846 1.87760 1.01265 -0.036 -0.130 0.241
C -1.87842 1.31861 2.29568 -0.199 0.077 -0.152
C -2.67097 0.82017 3.32239 -0.053 -0.068 0.118
C -2.08030 0.24718 4.44383 -0.094 0.010 -0.032
C -0.69600 0.17872 4.55531 0.046 -0.023 -0.049
C 0.10189 0.69121 3.53771 -0.001 -0.013 -0.035
C -0.49100 1.25366 2.41658 0.310 0.065 0.042
H 1.33254 7.47644 2.23605 -0.013 -0.057 -0.010
H 1.46445 6.72043 -0.11798 -0.001 -0.030 0.033
H 1.14293 4.34145 -0.66865 -0.025 0.013 -0.021
H 0.55210 3.46159 3.49182 -0.068 -0.040 0.011
H 0.88383 5.83507 4.03210 0.016 -0.007 -0.026
H -0.90052 2.94886 -1.86226 -0.035 -0.001 0.024
H -3.27905 3.26622 -2.48282 0.014 -0.024 0.042
H -5.05980 2.67872 -0.87874 0.055 -0.004 0.031
H -4.49154 1.79267 1.34897 0.021 0.008 -0.036
H -3.75144 0.86989 3.25261 0.032 -0.018 0.007
H -2.70340 -0.14477 5.24182 0.048 0.048 -0.096
H -0.24308 -0.27266 5.43079 -0.019 0.060 -0.033
H 1.18371 0.64560 3.62140 -0.046 -0.004 0.012
```
Forces are in eV/Å.

=====

[4]
# C45H53N9ReSi

A molecular structure, C45H53N9ReSi (wB97M-V/def2-TZVPD, OMol25).

## Properties
Net charge: +2
Calculated total energy (Eh): -2606.6938
Gap between HOMO and LUMO (alpha / beta) (eV): 5.625 / 5.606
2S+1: 2
HOMO (alpha / beta) (eV): -13.01 / -13.01

Geometry as XYZ:
```
109
Properties=species:S:1:pos:R:3:forces:R:3
Re 0.08862 -0.05368 0.27993 0.633 -1.859 -1.830
C 4.08838 0.25399 4.76039 -0.039 -0.005 -0.072
C 4.23941 0.27044 3.38299 0.001 0.044 0.156
C 3.19263 -0.09408 2.55817 -0.409 -0.187 -0.157
C 1.97121 -0.49149 3.10076 1.321 0.249 1.134
C 1.83220 -0.52312 4.49881 -0.123 -0.011 -0.384
C 2.88265 -0.15830 5.31342 0.126 0.054 -0.005
N 0.85988 -0.84256 2.32442 -1.808 0.176 -1.786
N 0.07437 -1.62863 2.89995 1.338 -0.149 0.980
C -1.13301 -1.85959 2.35690 -1.206 0.203 -1.215
C -1.99961 -2.72615 3.03845 0.482 0.262 -0.095
C -3.29911 -2.85625 2.60715 -0.161 0.068 -0.142
C -3.72468 -2.10091 1.52056 0.120 -0.075 0.062
C -2.84541 -1.27750 0.83068 0.097 0.327 -0.253
C -1.50196 -1.14709 1.17271 0.468 0.198 0.482
H 4.90527 0.56536 5.39182 0.070 -0.023 0.111
H 5.18209 0.56372 2.94669 0.075 0.026 -0.052
H 3.35191 -0.10498 1.49724 0.009 0.033 -0.066
H 0.87772 -0.81059 4.91391 0.035 -0.003 0.093
H 2.76313 -0.18679 6.38487 -0.039 0.013 0.116
H -1.62480 -3.25742 3.89948 0.013 -0.015 0.125
H -3.98819 -3.50533 3.12201 -0.066 -0.083 0.078
H -4.75552 -2.14767 1.20359 -0.134 -0.034 -0.032
H -3.23391 -0.70761 0.00229 -0.073 -0.010 -0.103
C -3.15589 0.50628 -2.64487 0.041 0.046 0.020
C -1.96685 0.68814 -3.53761 0.166 0.032 0.319
C -2.11240 0.52607 -4.90681 0.115 0.045 -0.009
C -1.05028 0.73926 -5.76405 -0.016 0.029 0.064
C 0.17766 1.09895 -5.24220 -0.023 -0.042 0.045
C 0.36737 1.26097 -3.87721 -0.075 0.046 0.260
C 1.71101 1.68857 -3.37481 -0.048 -0.017 -0.059
C -0.71578 1.05012 -3.01514 -0.083 -0.118 -1.466
N -0.63403 1.29860 -1.62082 0.144 -0.022 2.251
C -0.96644 2.48472 -1.22067 0.341 -0.579 -1.188
C -1.25149 3.61606 -2.15049 0.054 0.026 -0.182
C -1.19515 2.67589 0.20556 -0.041 -0.407 1.125
C -1.73274 3.97592 0.69472 -0.055 -0.133 0.213
N -1.00013 1.64757 0.98263 0.269 0.666 -0.729
C -1.53692 1.67252 2.30230 -0.423 0.052 1.337
C -2.91973 1.51495 2.49095 0.279 -0.089 -0.157
C -3.91787 1.61480 1.37612 -0.003 0.050 0.058
C -3.38035 1.30830 3.78459 0.101 0.031 0.026
C -2.52119 1.32069 4.86688 -0.008 0.063 -0.035
C -1.18769 1.63695 4.67885 -0.066 -0.064 -0.058
C -0.68433 1.83110 3.40302 0.045 -0.104 -0.367
C 0.71212 2.32945 3.19913 -0.069 0.032 0.021
H -3.80442 -0.26930 -3.04543 -0.097 -0.036 0.067
H -3.73638 1.42850 -2.59079 -0.104 0.052 0.072
H -2.84121 0.23359 -1.64018 -0.106 -0.039 0.003
H -3.07762 0.25060 -5.30220 -0.144 -0.052 -0.028
H -1.18360 0.66167 -6.83080 -0.010 -0.099 -0.127
H 1.01030 1.28308 -5.90240 0.119 0.030 -0.103
H 2.28440 2.12860 -4.18545 0.087 0.041 -0.015
H 2.27082 0.83241 -2.99627 0.105 0.011 0.094
H 1.61969 2.42371 -2.57892 0.078 0.060 0.071
H -0.87965 3.41236 -3.15144 -0.018 0.014 0.067
H -0.80722 4.54073 -1.79069 0.011 0.067 0.092
H -2.32719 3.77593 -2.22489 -0.122 0.056 0.025
H -1.05580 4.78754 0.43329 0.095 0.034 -0.099
H -1.85618 3.95783 1.77353 -0.020 0.042 0.004
H -2.69465 4.20027 0.23675 -0.077 0.021 -0.086
H -3.45999 1.50378 0.39685 -0.109 -0.087 -0.129
H -4.40116 2.59311 1.41144 -0.028 0.041 -0.028
H -4.70058 0.86897 1.49856 -0.014 -0.031 -0.103
H -4.43619 1.15424 3.94009 -0.169 -0.048 0.012
H -2.89879 1.13407 5.85833 -0.070 0.010 0.150
H -0.53277 1.75050 5.52877 0.116 0.008 0.092
H 1.32807 2.11843 4.06650 0.148 0.006 0.022
H 0.68391 3.41036 3.06058 0.076 0.140 -0.064
H 1.17766 1.89149 2.31882 0.167 0.021 -0.057
C 2.35228 3.33388 0.08964 0.020 0.022 0.005
C 2.91300 2.01416 -0.32333 0.450 0.281 -0.014
C 4.24768 1.90083 -0.70661 -0.312 -0.115 0.061
C 4.75294 0.65164 -1.03838 -0.183 0.090 0.029
C 3.93592 -0.46095 -0.98401 -0.398 -0.005 0.109
C 2.59848 -0.29068 -0.59220 1.109 0.870 -0.317
N 2.12228 0.94881 -0.28387 -0.720 -0.781 0.396
N 1.65793 -1.24130 -0.41184 -1.599 0.742 0.423
Si 2.08312 -2.97389 -0.50121 -0.032 -1.188 0.262
C 0.52779 -3.99820 -0.11528 0.573 0.314 -0.267
C 3.37660 -3.30500 0.87259 -0.468 0.228 -0.607
C 2.75974 -3.40370 -2.24320 -0.208 0.211 0.666
H 2.62428 4.11215 -0.61966 0.006 0.060 -0.056
H 2.76973 3.61201 1.05624 -0.047 0.089 0.098
H 1.27107 3.28192 0.17722 -0.054 0.049 0.045
H 4.87216 2.77831 -0.72610 0.057 0.119 -0.031
H 5.78647 0.55006 -1.33180 0.107 -0.041 -0.012
H 4.31580 -1.44517 -1.19278 0.087 -0.139 -0.103
H -0.16620 -3.48766 0.54604 -0.036 0.094 0.126
H 0.81607 -4.93164 0.35972 0.162 -0.118 0.154
H -0.01425 -4.26846 -1.01536 -0.041 0.020 -0.189
H 2.88634 -3.68615 1.76510 -0.123 -0.021 0.108
H 3.95286 -2.43097 1.16570 0.048 0.124 -0.031
H 4.08408 -4.06095 0.54177 0.071 -0.151 -0.065
H 2.97576 -2.54110 -2.86703 0.005 0.191 -0.034
H 2.05674 -4.02702 -2.78862 -0.198 -0.054 -0.001
H 3.68023 -3.97508 -2.15728 0.165 -0.070 0.091
N -3.43907 -4.07438 -2.92819 -0.528 -0.319 0.006
C -2.34876 -3.29892 -2.95670 0.977 0.843 0.308
C -1.90774 -2.55679 -1.82716 -0.701 -0.471 -0.313
N -0.82509 -1.82348 -1.87392 0.268 0.527 0.808
C -0.11732 -1.79743 -2.99770 0.269 -0.262 -0.437
C -0.56870 -2.48134 -4.12314 0.373 0.333 0.609
N -1.66454 -3.20252 -4.09456 -0.682 -0.604 -0.367
H -3.93710 -4.25172 -2.07438 0.031 -0.027 -0.073
H -3.66170 -4.61723 -3.74697 -0.001 0.019 0.072
H -2.46680 -2.58891 -0.90285 0.042 -0.067 -0.029
H 0.80946 -1.25086 -3.00870 0.095 0.149 0.035
H -0.03517 -2.44440 -5.06249 0.129 0.058 -0.029
```
Forces are in eV/Å.